{"formula": "C46H57F5O8S4", "method": "the ωB97M-V functional and the def2-TZVPD basis", "elements": ["S", "S", "S", "S", "F", "F", "F", "F", "F", "O", "O", "O", "O", "O", "O", "O", "O", "C", "C", "C", "C", "C", "C", "C", "C", "C", "C", "C", "C", "C", "C", "C", "C", "C", "C", "C", "C", "C", "C", "C", "C", "C", "C", "C", "C", "C", "C", "C", "C", "C", "C", "C", "C", "C", "C", "C", "C", "C", "C", "C", "C", "C", "C", "H", "H", "H", "H", "H", "H", "H", "H", "H", "H", "H", "H", "H", "H", "H", "H", "H", "H", "H", "H", "H", "H", "H", "H", "H", "H", "H", "H", "H", "H", "H", "H", "H", "H", "H", "H", "H", "H", "H", "H", "H", "H", "H", "H", "H", "H", "H", "H", "H", "H", "H", "H", "H", "H", "H", "H", "H"], "coordinates": [[1.3668, 4.5374, -4.7533], [4.0028, 0.0704, 1.2807], [-0.9012, 0.1284, -0.1683], [-4.9832, -0.2366, 3.9507], [-2.4652, 6.1934, -4.1023], [0.4988, -5.7246, 0.4887], [-1.4332, -4.9676, -4.4933], [0.7568, 4.4294, 6.9297], [6.9218, -4.2066, 1.1187], [3.0488, -0.8446, 1.8777], [-0.5632, 0.2284, 1.2007], [-2.0722, 0.8874, -0.7333], [-4.1062, -1.3906, 4.2587], [1.3478, 5.8944, -4.1643], [0.2718, 4.1124, -5.6473], [4.2178, -0.0826, -0.1643], [-6.0362, 0.1034, 4.8257], [2.8978, 3.5054, -3.0333], [-4.9752, -6.0356, -3.9243], [5.5848, -0.4386, 1.9617], [5.6198, -4.3956, -2.2813], [-2.8892, -4.5476, -2.6243], [5.2098, 1.9804, 2.4107], [-0.6842, 4.6674, 5.1237], [-3.0372, 5.4644, -3.0843], [-3.6172, 0.9734, 2.2227], [6.4528, -4.3716, -1.2233], [-2.6262, -5.1906, -3.9323], [-1.5812, -4.8256, 1.4677], [-2.7182, 3.8964, -1.2803], [-4.1262, 4.1994, -0.9233], [-3.9832, 1.2134, 3.6177], [6.0648, -4.1596, 0.1407], [4.2138, -4.4196, -2.0413], [3.5688, 3.3224, -4.3753], [-3.6832, -5.8786, -4.6243], [0.4928, 0.3064, -1.2503], [1.4968, 3.4494, -3.4693], [-4.1622, -4.7586, -2.1143], [0.0348, -2.8586, 2.7027], [0.2308, 2.0974, 4.1677], [3.7528, -4.1556, -0.7813], [-0.7402, 2.8464, 3.4107], [0.0598, -2.0056, -1.3533], [0.6788, 2.6454, 5.3947], [1.1268, -0.9616, -1.2243], [2.9168, 4.2164, -5.4563], [-1.1632, -1.4816, -0.6573], [0.6758, -3.7576, 1.9057], [-5.2032, -5.4256, -2.7213], [-4.9542, 5.1174, -1.6963], [-0.1922, -4.7596, 1.2387], [-4.7482, 0.5254, 1.3947], [-4.3122, 5.6924, -2.7323], [4.5988, -3.9456, 0.3507], [-1.1972, 4.1354, 4.0097], [-2.2422, -3.8976, 2.2967], [3.9158, 1.7234, 1.9017], [-2.3012, 4.4944, -2.3863], [5.7008, 0.7484, 3.1117], [-1.3932, -2.9366, 2.8387], [0.2828, 3.9284, 5.8137], [-5.4942, -0.5426, 2.1987], [-6.0902, 5.1474, -1.6683], [1.1888, 1.2234, -0.9743], [3.5788, -4.6236, -2.7823], [2.7008, -4.3426, -0.5863], [-4.4412, -4.3576, -1.1393], [-3.3132, -6.5066, -5.2813], [-1.3092, -2.0586, 0.3407], [-0.3052, -2.3766, -2.2613], [1.7948, -1.0626, -0.3803], [1.5818, -3.5946, 1.6917], [2.0788, -0.8636, -1.8653], [5.9718, 2.1274, 1.7167], [-4.4142, 3.8644, 0.0397], [-1.1652, 5.5384, 5.5447], [4.5508, 3.8794, -4.1523], [-2.1642, -1.8476, -1.3023], [0.1528, 0.6204, -2.3953], [-2.2072, 3.2984, -0.7233], [3.2438, 2.5664, -2.6883], [-3.2912, 1.9474, 1.8957], [-1.1482, 4.3924, -2.6703], [-5.2992, -1.5026, 2.0997], [0.5478, 1.1164, 3.9287], [-6.5162, -0.2956, 2.1057], [0.4338, -2.8906, -0.6173], [-1.8052, -2.0936, 3.4597], [6.2518, -0.3246, 1.1897], [-1.0312, 2.5124, 2.3227], [6.6168, 0.7414, 3.6057], [-6.1632, -5.4546, -2.4753], [3.0388, 1.6184, 2.5167], [-5.0042, 6.2014, -3.5083], [5.8828, -4.5616, -3.2463], [2.8068, 3.9354, -6.5363], [3.7668, 2.3024, -4.7523], [-2.0482, -5.6446, 1.0727], [-5.3902, 1.3514, 1.1117], [3.3168, 5.1794, -5.4653], [-2.0552, 4.5734, 3.3937], [5.3498, 2.7264, 3.1057], [-2.0142, -4.1356, -1.9313], [1.2678, 2.6044, -4.0203], [-3.3002, -3.9396, 2.6547], [4.8808, 0.6004, 3.9477], [0.5568, -2.0486, 3.1437], [5.5118, -1.3926, 2.4417], [1.2348, 1.9694, 5.9757], [3.2938, 2.3244, 0.9907], [-4.3302, 0.2254, 0.5117], [7.5778, -4.5506, -1.6063], [-5.5332, -6.6536, -4.5973], [-4.5292, 2.1064, 3.6367], [3.0808, 4.3114, -2.4303], [0.6238, 3.9424, -2.8643], [-2.7472, 0.2434, 2.3207], [-3.1842, 1.2844, 4.4607], [4.4898, -3.8846, 1.4987]], "atomic_forces_ev_per_a": [[-3.164, 3.134, -2.044], [1.735, -4.445, -1.810], [-4.095, 2.772, -4.205], [2.064, -1.577, -1.015], [-0.563, -1.050, 0.929], [-1.418, 1.221, 0.735], [-0.003, -0.496, -0.065], [0.562, 0.379, 1.241], [0.715, 0.144, 0.974], [-0.888, 1.063, 0.124], [0.781, 0.239, 1.579], [2.279, -0.685, 1.705], [-0.969, 1.649, -0.263], [0.200, -1.628, -0.990], [1.378, 0.663, 1.186], [-0.924, 1.347, 0.752], [-1.722, 0.160, 1.214], [-1.055, -3.296, -1.934], [4.220, 0.179, -3.050], [-2.035, 2.973, 4.002], [-4.291, -0.198, 2.275], [1.644, -1.470, -0.821], [3.008, -0.168, 1.220], [0.247, -0.075, 1.436], [2.007, -0.423, -0.082], [3.859, 0.263, 0.487], [4.646, 0.029, 0.761], [-2.770, 1.448, 1.812], [2.347, 0.907, 0.381], [-8.074, 3.867, -1.143], [1.227, 1.244, -1.043], [0.709, -1.095, 2.737], [-4.738, 0.283, -3.898], [3.876, 1.421, 2.459], [4.047, 3.050, -1.529], [-0.185, 3.340, 6.940], [0.226, 6.111, -2.391], [-3.057, 1.957, 2.652], [0.118, 1.121, 1.488], [-2.617, -0.796, -0.730], [-2.187, 2.928, 0.006], [-0.223, -0.435, 2.358], [1.028, 0.668, 0.386], [1.751, -2.974, 3.666], [-1.161, 0.934, -1.185], [4.399, -0.954, -1.427], [-0.194, -0.983, -1.044], [-3.639, -4.616, 1.128], [-8.618, -2.701, -0.312], [2.899, -0.627, -3.121], [0.400, -3.558, 2.299], [1.582, 1.204, 1.525], [-0.922, -0.353, 1.435], [-3.101, 2.189, -3.882], [4.559, -1.249, 0.834], [-1.406, -3.214, -4.999], [1.424, 0.528, 0.636], [-5.637, 0.587, -4.414], [5.021, 1.963, -3.094], [-3.649, -3.040, -0.021], [0.073, 1.955, 1.560], [-0.388, -1.549, -1.430], [-0.484, 5.155, 1.332], [1.781, 0.186, 0.607], [-1.456, -1.853, -0.108], [-2.468, -0.684, -2.822], [-0.086, 0.515, 0.036], [0.510, 0.168, -0.045], [0.908, -2.814, -4.078], [0.173, 0.943, -1.480], [0.567, -0.437, -1.755], [-0.779, -0.396, 1.298], [7.138, 0.447, -1.676], [-1.785, -0.866, -0.434], [0.837, 0.816, -2.057], [-0.765, -0.658, 0.585], [0.460, 0.237, 0.165], [-0.642, -1.534, -0.890], [2.447, 2.037, 1.775], [0.172, -0.916, 3.045], [3.120, -3.622, 3.178], [-0.151, -0.762, 2.030], [0.827, 0.045, -0.749], [-2.807, 0.181, 0.296], [1.046, -4.436, -1.059], [0.213, -0.760, -0.588], [-1.363, -0.324, 0.227], [-0.820, 1.488, -2.396], [0.042, -1.195, -0.577], [1.949, 0.084, -1.486], [0.285, 0.666, 2.565], [1.697, 0.476, 0.479], [-3.732, 0.079, 2.250], [0.156, 0.226, 1.419], [1.525, -0.231, 1.364], [1.422, -0.413, -2.573], [0.154, -0.420, 1.230], [-0.338, 0.457, 0.695], [-1.380, -1.939, -1.104], [-0.356, 0.194, 0.338], [1.179, 1.517, -0.018], [1.384, -0.109, 1.255], [-0.469, 2.261, 1.361], [-2.059, -0.760, -1.886], [-0.858, -2.498, -0.146], [1.031, -0.049, -0.851], [1.606, -0.533, -1.419], [0.395, 0.574, 0.379], [-0.093, -0.591, -0.252], [1.006, -0.166, 1.069], [2.560, -1.077, 2.093], [0.797, -1.288, -2.460], [-2.315, 0.545, 1.769], [-1.496, -0.174, 0.655], [-1.471, 1.114, 0.656], [1.083, 2.053, 1.119], [1.612, -1.831, -0.287], [-1.000, 0.819, -1.094], [-1.066, -0.320, -1.818], [-1.176, 0.105, -2.136]], "mol_weight_g_mol": 961.21, "smiles": "O=S1(=O)CCCC1.O=S1(=O)CCCC1.O=S1(=O)CCCC1.O=S1(=O)CCCC1.Fc1ccccc1.Fc1ccccc1.Fc1ccccc1.Fc1ccccc1.Fc1ccccc1", "e_above_lowest_kcal_mol": 10.3}